# 1
The following is a quantum chemistry calculation of C47H40MoN4OSb2 as an isolated structure in a non-equilibrium geometry, from OMol25.

Results
2S+1: 3
Total charge: +4
Calculated total energy, a.u.: -2656.53217
HOMO level (spin up / spin down), hartree: -0.645 / -0.655
ΔE to the lowest compared entry with this formula, charge and spin, kJ/mol: 55.8
⟨S²⟩: 2.05

Geometry as XYZ:
```
95
C47H40MoN4OSb2 the ωB97M-V functional and the def2-TZVPD basis
Mo 0.557 0.480 -0.990
C 0.329 -10.984 -7.927
O 1.234 -10.402 -6.908
C 0.991 -9.289 -6.315
C 1.985 -8.876 -5.365
C 1.814 -7.717 -4.677
C 0.661 -6.922 -4.895
C -0.315 -7.327 -5.841
C -0.174 -8.483 -6.548
C 0.526 -5.702 -4.109
N 1.420 -5.313 -3.221
C 0.932 -4.150 -2.712
C -0.280 -3.824 -3.289
N -0.535 -4.828 -4.184
C -1.066 -2.702 -2.861
C -2.410 -2.458 -3.199
C -3.100 -1.445 -2.582
C -2.429 -0.612 -1.681
N -1.149 -0.787 -1.389
C -0.476 -1.850 -1.915
C 0.817 -2.191 -1.292
N 1.229 -1.422 -0.236
C 2.197 -1.868 0.549
C 2.876 -3.064 0.289
C 2.549 -3.790 -0.829
C 1.478 -3.368 -1.637
H 0.850 -11.877 -8.247
H 0.235 -10.268 -8.739
H -0.611 -11.222 -7.437
H 2.846 -9.516 -5.230
H 2.545 -7.386 -3.955
H -1.195 -6.724 -6.020
H -0.917 -8.794 -7.266
H -1.330 -4.905 -4.797
H -2.919 -3.093 -3.914
H -4.147 -1.273 -2.788
H -2.936 0.221 -1.211
H 2.468 -1.255 1.400
H 3.654 -3.388 0.966
H 3.068 -4.709 -1.071
C -0.151 4.473 -0.214
C 1.370 4.398 -0.112
C 1.824 3.770 1.204
Sb 1.728 1.651 1.274
C 3.413 1.059 0.158
C 4.649 0.547 0.530
C 5.489 0.029 -0.451
C 5.101 -0.027 -1.791
C 3.854 0.443 -2.180
C 3.037 0.961 -1.182
C 2.209 1.047 3.194
C 1.390 0.225 3.969
C 1.782 -0.095 5.260
C 2.971 0.408 5.769
C 3.780 1.233 4.998
C 3.404 1.561 3.703
Sb -1.159 2.602 -0.329
C -3.070 2.876 0.416
C -3.788 3.951 -0.113
C -5.060 4.211 0.376
C -5.600 3.414 1.377
C -4.879 2.352 1.905
C -3.604 2.080 1.429
C -1.507 2.383 -2.396
C -2.664 2.499 -3.156
C -2.644 2.093 -4.487
C -1.504 1.529 -5.061
C -0.348 1.363 -4.311
C -0.392 1.788 -2.989
H -0.479 5.004 -1.109
H -0.577 4.990 0.648
H 1.764 5.416 -0.161
H 1.806 3.892 -0.980
H 2.871 3.978 1.430
H 1.237 4.146 2.045
H 4.976 0.559 1.563
H 6.472 -0.329 -0.173
H 5.786 -0.421 -2.529
H 3.553 0.426 -3.219
H 2.159 1.599 -1.443
H 0.454 -0.158 3.579
H 1.156 -0.728 5.874
H 3.269 0.163 6.780
H 4.700 1.627 5.409
H 4.041 2.218 3.120
H -3.379 4.595 -0.884
H -5.630 5.042 -0.019
H -6.591 3.629 1.756
H -5.303 1.743 2.692
H -3.035 1.259 1.850
H -3.569 2.919 -2.734
H -3.529 2.231 -5.095
H -1.518 1.244 -6.104
H 0.549 0.948 -4.752
H 0.561 1.912 -2.426
```


# 2
The following is a quantum chemistry calculation of C47H40N4O2P2Re as an isolated structure, from OMol25.

Results
2S+1: 2
Total charge: +4
Calculated total energy, a.u.: -2944.16866
HOMO level (spin up / spin down), hartree: -0.678 / -0.678
ΔE to the lowest compared entry with this formula, charge and spin, kJ/mol: 0.0
⟨S²⟩: 0.76

Geometry as XYZ:
```
96
C47H40N4O2P2Re the ωB97M-V functional and the def2-TZVPD basis
Re 0.522 -0.436 -0.563
C -0.796 3.538 0.972
O -0.393 2.651 2.081
C -0.042 1.530 1.550
N 0.027 1.449 0.247
C -0.224 2.841 -0.285
C 1.014 3.522 -0.806
C 0.942 4.252 -1.988
C 2.028 5.009 -2.402
C 3.189 5.038 -1.640
C 3.261 4.320 -0.454
C 2.171 3.572 -0.035
C 0.144 0.325 2.372
C -0.021 0.193 3.742
C -0.064 -1.095 4.272
C -0.046 -2.201 3.421
C 0.122 -1.971 2.067
N 0.288 -0.735 1.576
C -0.150 -2.885 0.942
N 0.010 -2.445 -0.271
C -0.891 -3.222 -1.144
C -1.178 -4.455 -0.259
O -0.796 -3.994 1.093
C -2.062 -2.312 -1.468
C -2.174 -1.049 -0.860
C -3.229 -0.192 -1.191
C -4.174 -0.591 -2.118
C -4.070 -1.847 -2.711
C -3.017 -2.698 -2.395
H -0.360 4.513 1.161
H -1.883 3.587 1.005
H -0.975 2.775 -1.071
H 0.029 4.249 -2.572
H 1.962 5.594 -3.310
H 4.028 5.644 -1.958
H 4.153 4.367 0.158
H 2.217 3.063 0.923
H -0.149 1.066 4.369
H -0.184 -1.237 5.339
H -0.196 -3.204 3.799
H -0.379 -3.511 -2.064
H -0.549 -5.310 -0.492
H -2.223 -4.748 -0.211
H -1.677 -0.835 0.100
H -3.336 0.758 -0.682
H -5.008 0.054 -2.359
H -4.820 -2.168 -3.422
H -2.947 -3.665 -2.879
N 2.516 0.529 -2.657
P 0.858 0.199 -2.946
C 0.761 -1.091 -4.192
C -0.509 -1.571 -4.520
C -0.656 -2.464 -5.569
C 0.455 -2.870 -6.299
C 1.717 -2.381 -5.985
C 1.875 -1.492 -4.932
C 0.098 1.623 -3.706
C 0.821 2.363 -4.642
C 0.179 3.346 -5.377
C -1.177 3.588 -5.185
C -1.898 2.845 -4.258
C -1.264 1.856 -3.521
P 2.670 0.265 -1.034
C 2.602 -1.528 -0.669
C 2.978 -1.940 0.643
C 3.353 -3.236 0.889
C 3.378 -4.161 -0.164
C 3.031 -3.787 -1.461
C 2.654 -2.488 -1.717
C 4.079 1.040 -0.313
C 5.136 1.415 -1.145
C 6.280 1.960 -0.582
C 6.365 2.130 0.793
C 5.307 1.760 1.621
C 4.163 1.214 1.073
H 3.221 0.850 -3.308
H -1.386 -1.219 -3.987
H -1.640 -2.827 -5.837
H 0.335 -3.556 -7.127
H 2.576 -2.680 -6.571
H 2.864 -1.108 -4.712
H 1.877 2.188 -4.811
H 0.734 3.920 -6.107
H -1.674 4.353 -5.767
H -2.955 3.030 -4.123
H -1.833 1.256 -2.821
H 3.002 -1.216 1.447
H 3.664 -3.540 1.880
H 3.696 -5.179 0.032
H 3.085 -4.507 -2.267
H 2.410 -2.196 -2.729
H 5.095 1.286 -2.219
H 7.106 2.248 -1.219
H 7.261 2.555 1.227
H 5.381 1.905 2.690
H 3.332 0.953 1.720
```


# 3
The following is a quantum chemistry calculation of C47H40N4OPdSb2 as an isolated structure, from OMol25.

Results
2S+1: 1
Total charge: +2
Calculated total energy, a.u.: -2717.17182
HOMO level, hartree: -0.434
ΔE to the lowest compared entry with this formula, charge and spin, kJ/mol: 0.0

Geometry as XYZ:
```
95
C47H40N4OPdSb2 the ωB97M-V functional and the def2-TZVPD basis
Pd -1.263 1.592 1.473
C -4.579 1.361 2.749
C -3.645 2.532 3.045
C -2.201 2.066 3.224
Sb 0.454 3.761 1.484
C 1.329 3.545 -0.421
C 2.427 2.687 -0.529
C 3.065 2.517 -1.747
C 2.628 3.227 -2.859
C 1.562 4.109 -2.752
C 0.908 4.268 -1.539
C -1.444 4.437 0.938
C -2.069 5.291 1.864
C -3.339 5.774 1.618
C -4.017 5.381 0.464
C -3.424 4.515 -0.443
C -2.140 4.039 -0.210
Sb -3.527 0.289 1.229
C -4.493 0.660 -0.606
C -5.332 1.757 -0.765
C -5.867 2.042 -2.015
C -5.558 1.241 -3.104
C -4.714 0.148 -2.951
C -4.178 -0.142 -1.704
C -3.720 -1.790 1.478
C -2.905 -2.435 2.406
C -3.070 -3.793 2.638
C -4.041 -4.500 1.944
C -4.850 -3.856 1.019
C -4.696 -2.497 0.782
H -5.572 1.641 2.402
H -4.693 0.715 3.621
H -3.952 3.031 3.972
H -3.725 3.289 2.261
H -2.163 1.212 3.906
H -1.566 2.856 3.642
H 2.798 2.153 0.340
H 3.913 1.849 -1.827
H 3.136 3.108 -3.807
H 1.243 4.681 -3.613
H 0.087 4.970 -1.467
H -1.548 5.598 2.764
H -3.806 6.455 2.315
H -5.012 5.761 0.273
H -3.950 4.223 -1.342
H -1.661 3.400 -0.940
H -5.587 2.383 0.083
H -6.540 2.882 -2.139
H -5.986 1.463 -4.073
H -4.483 -0.483 -3.798
H -3.523 -0.999 -1.589
H -2.143 -1.885 2.948
H -2.442 -4.296 3.361
H -4.169 -5.558 2.127
H -5.610 -4.411 0.485
H -5.341 -2.000 0.070
C 8.508 -6.740 -3.303
O 8.343 -6.292 -1.961
C 7.336 -5.449 -1.689
C 6.428 -4.969 -2.633
C 5.426 -4.100 -2.238
C 5.307 -3.697 -0.912
C 6.225 -4.185 0.025
C 7.225 -5.048 -0.353
C 4.235 -2.782 -0.542
N 3.345 -2.268 -1.372
C 2.546 -1.483 -0.598
C 2.947 -1.503 0.722
N 4.030 -2.347 0.743
C 2.306 -0.746 1.740
C 2.699 -0.696 3.090
C 2.018 0.105 3.970
C 0.947 0.869 3.501
N 0.558 0.827 2.238
C 1.197 0.030 1.344
C 0.736 0.024 -0.030
N -0.338 0.788 -0.334
C -0.723 0.888 -1.593
C -0.073 0.217 -2.635
C 0.995 -0.593 -2.342
C 1.423 -0.699 -1.011
H 9.364 -7.406 -3.289
H 8.708 -5.902 -3.972
H 7.626 -7.286 -3.643
H 6.497 -5.266 -3.668
H 4.718 -3.724 -2.964
H 6.170 -3.896 1.068
H 7.940 -5.431 0.362
H 4.590 -2.600 1.538
H 3.540 -1.284 3.431
H 2.301 0.168 5.010
H 0.401 1.533 4.159
H -1.601 1.489 -1.791
H -0.433 0.336 -3.647
H 1.526 -1.145 -3.106
```